The following is a quantum chemistry calculation of 6 unconnected molecules or ions with the total composition C43H98FN7O18P, from OMol25.

Each line ends with the Löwdin charge.
Element x y z (Å)
C  -2.320  -4.247  7.075  -0.098
C  -3.685  -4.478  6.399  -0.239
C  -3.632  -4.523  4.863  -0.194
C  -4.038  -3.236  4.097  -0.178
C  -2.872  -2.598  3.343  -0.178
C  -3.363  -1.633  2.259  -0.097
N  -2.310  -0.796  1.612  0.083
C  -2.118  -1.215  0.208  -0.173
O  -3.326  -1.341  -0.447  -0.084
C  -3.985  -0.113  -0.729  -0.221
O  -5.338  -0.358  -0.613  -0.072
C  -6.172  0.178  -1.639  -0.166
C  -6.630  -0.875  -2.619  -0.230
O  -7.809  -1.466  -2.096  -0.049
C  -1.562  0.168  2.106  -0.199
N  -1.519  0.856  3.332  0.054
C  -2.569  0.926  4.392  -0.109
P  -1.948  0.278  5.998  0.433
O  -2.964  -0.518  6.671  -0.245
O  -0.572  -0.448  5.687  -0.106
O  -1.510  1.548  6.864  -0.090
C  -1.245  2.218  2.855  -0.220
F  -2.443  2.678  2.324  0.047
C  -0.209  2.032  1.742  -0.307
C  -0.332  3.114  0.658  -0.094
C  0.353  2.879  -0.704  -0.156
C  1.789  3.428  -0.899  -0.158
C  2.701  2.369  -1.534  -0.208
N  3.508  1.658  -0.517  0.010
C  4.600  0.885  -1.034  -0.547
N  5.750  0.871  -0.505  0.151
N  4.311  0.084  -2.149  0.111
C  1.175  2.228  2.408  -0.090
C  1.590  1.291  3.543  -0.074
C  1.462  1.952  4.903  -0.522
O  1.000  3.048  5.060  0.119
O  1.853  1.217  5.948  0.135
N  -0.546  0.656  1.300  0.045
C  0.539  -0.319  1.044  -0.181
N  0.650  -1.327  2.102  0.080
H  -2.362  -3.457  7.816  0.064
H  -2.004  -5.149  7.596  0.066
H  -1.545  -4.031  6.342  0.058
H  -4.040  -5.451  6.734  0.098
H  -4.397  -3.739  6.745  0.099
H  -4.244  -5.353  4.519  0.104
H  -2.602  -4.761  4.589  0.096
H  -4.555  -2.522  4.726  0.111
H  -4.746  -3.549  3.323  0.114
H  -2.102  -2.184  3.985  0.096
H  -2.385  -3.409  2.796  0.116
H  -4.226  -1.036  2.531  0.137
H  -3.712  -2.287  1.467  0.127
H  -1.677  -2.211  0.236  0.155
H  -1.448  -0.536  -0.314  0.125
H  -3.692  0.662  -0.009  0.141
H  -3.710  0.218  -1.735  0.146
H  -5.714  1.022  -2.155  0.126
H  -7.064  0.558  -1.146  0.135
H  -5.847  -1.621  -2.784  0.116
H  -6.845  -0.403  -3.581  0.123
H  -8.140  -2.108  -2.732  0.091
H  -3.519  0.476  4.161  0.104
H  -2.773  1.977  4.579  0.105
H  -0.359  -0.511  4.747  0.041
H  -1.685  2.384  6.420  0.079
H  -0.902  2.876  3.646  0.163
H  -1.365  3.379  0.461  0.115
H  0.123  4.002  1.096  0.130
H  0.365  1.828  -0.993  0.094
H  -0.297  3.368  -1.426  0.103
H  2.220  3.722  0.057  0.100
H  1.830  4.315  -1.526  0.107
H  2.040  1.654  -2.027  0.096
H  3.369  2.776  -2.284  0.123
H  2.910  0.972  -0.067  0.072
H  5.740  1.554  0.250  0.049
H  5.148  -0.450  -2.358  0.092
H  3.582  -0.591  -1.950  0.086
H  1.142  3.237  2.809  0.128
H  1.967  2.233  1.663  0.099
H  2.642  1.022  3.408  0.131
H  1.050  0.354  3.584  0.076
H  2.457  0.517  5.669  0.120
H  1.466  0.215  0.891  0.102
H  0.332  -0.831  0.106  0.112
H  1.599  -1.396  2.444  0.068
H  0.381  -2.237  1.755  0.088
C  2.270  4.868  -7.312  -0.103
O  1.501  3.722  -7.634  -0.192
C  2.021  2.529  -7.073  -0.205
C  1.244  2.089  -5.855  -0.198
O  1.378  3.004  -4.775  -0.203
C  0.267  3.868  -4.624  -0.107
H  1.701  5.741  -7.629  0.090
H  2.459  4.937  -6.237  0.083
H  3.225  4.858  -7.847  0.091
H  3.078  2.655  -6.820  0.128
H  1.947  1.746  -7.835  0.128
H  1.635  1.124  -5.518  0.125
H  0.187  1.956  -6.109  0.126
H  -0.601  3.331  -4.221  0.086
H  -0.010  4.339  -5.569  0.075
H  0.557  4.646  -3.919  0.085
C  8.982  -0.294  4.107  -0.101
O  8.291  0.498  3.155  -0.184
C  7.285  -0.205  2.450  -0.203
C  5.912  0.140  2.981  -0.225
O  5.717  -0.327  4.308  -0.211
C  5.870  0.701  5.277  -0.094
H  9.592  0.378  4.707  0.092
H  8.292  -0.830  4.764  0.083
H  9.639  -1.014  3.609  0.092
H  7.459  -1.284  2.495  0.130
H  7.341  0.102  1.403  0.104
H  5.156  -0.345  2.350  0.098
H  5.747  1.223  2.933  0.124
H  5.030  1.402  5.248  0.077
H  6.800  1.252  5.126  0.090
H  5.894  0.226  6.256  0.095
C  -2.502  -2.574  -5.679  -0.102
O  -1.978  -2.482  -4.363  -0.193
C  -2.786  -3.130  -3.396  -0.207
C  -2.232  -4.484  -3.012  -0.211
O  -2.294  -5.403  -4.084  -0.183
C  -1.058  -5.598  -4.747  -0.104
H  -1.743  -2.205  -6.365  0.090
H  -2.747  -3.606  -5.941  0.087
H  -3.398  -1.956  -5.782  0.088
H  -3.814  -3.237  -3.757  0.125
H  -2.808  -2.493  -2.507  0.102
H  -2.838  -4.894  -2.196  0.128
H  -1.202  -4.380  -2.652  0.123
H  -0.367  -6.169  -4.118  0.090
H  -0.594  -4.647  -5.023  0.083
H  -1.260  -6.168  -5.650  0.093
C  4.256  -2.960  3.064  -0.126
O  3.341  -4.035  3.136  -0.200
C  3.961  -5.310  3.003  -0.197
C  4.138  -5.987  4.342  -0.204
O  5.065  -5.291  5.156  -0.184
C  4.462  -4.496  6.160  -0.105
H  3.728  -2.055  3.370  0.064
H  5.107  -3.101  3.732  0.091
H  4.617  -2.827  2.036  0.092
H  4.929  -5.213  2.503  0.129
H  3.313  -5.925  2.372  0.125
H  4.534  -6.993  4.177  0.130
H  3.173  -6.083  4.848  0.127
H  4.035  -5.124  6.949  0.092
H  3.680  -3.851  5.750  0.080
H  5.242  -3.874  6.594  0.090
C  -2.326  4.978  -7.854  -0.116
O  -3.110  5.839  -8.657  -0.190
C  -4.162  5.177  -9.340  -0.205
C  -5.497  5.503  -8.711  -0.205
O  -5.594  5.011  -7.382  -0.189
C  -5.384  6.028  -6.418  -0.114
H  -1.702  5.600  -7.214  0.082
H  -2.944  4.331  -7.225  0.086
H  -1.673  4.361  -8.482  0.090
H  -3.990  4.097  -9.353  0.126
H  -4.172  5.532  -10.375  0.127
H  -6.295  5.042  -9.301  0.126
H  -5.654  6.585  -8.718  0.126
H  -6.237  6.714  -6.385  0.090
H  -4.475  6.596  -6.626  0.083
H  -5.284  5.548  -5.446  0.084

Output
* net charge: +1
* Kohn-Sham gap: 7.832 eV
* HOMO level: -10.587 eV
* M: 1051.26 Da
* calculated total energy: -105461.29861 eV
* strongest force on any atom: 1.9 eV/A